Density functional theory data (ωB97M-V with the def2-TZVPD basis set) for C22H24N5Pd as an isolated structure.

```
52
Properties=species:S:1:pos:R:3:nbo_charge:R:1
Pd 0.189 0.827 0.328 0.04
C 4.620 0.376 -1.551 -0.27
C 3.507 0.660 -0.737 0.02
N 2.304 0.192 -0.971 -0.44
C 2.096 -0.611 -2.044 0.19
C 3.143 -0.909 -2.950 -0.09
C 4.427 -0.397 -2.657 -0.16
C 2.906 -1.685 -4.110 -0.30
C 1.629 -2.124 -4.342 -0.18
C 0.582 -1.877 -3.450 -0.34
C 0.754 -1.153 -2.260 0.20
N -0.188 -0.840 -1.362 -0.63
C -1.380 -1.469 -1.277 0.20
C -1.649 -2.804 -1.584 -0.32
C -2.918 -3.376 -1.415 -0.19
C -3.982 -2.655 -0.946 -0.28
C -3.770 -1.303 -0.581 -0.10
C -4.813 -0.499 -0.067 -0.16
C -4.563 0.790 0.301 -0.28
C -3.246 1.277 0.170 0.03
N -2.260 0.564 -0.314 -0.44
C -2.492 -0.713 -0.714 0.19
H 5.591 0.784 -1.301 0.20
H 3.617 1.306 0.129 0.20
H 5.245 -0.627 -3.332 0.20
H 3.723 -1.897 -4.789 0.19
H 1.408 -2.693 -5.240 0.19
H -0.403 -2.241 -3.705 0.21
H -0.844 -3.430 -1.944 0.21
H -3.044 -4.422 -1.674 0.19
H -4.967 -3.092 -0.835 0.19
H -5.804 -0.929 0.033 0.20
H -5.336 1.432 0.702 0.20
H -2.995 2.278 0.504 0.21
N -1.162 2.966 2.142 -0.84
C -1.315 2.091 3.297 -0.21
C -0.034 1.635 4.002 -0.42
C 0.865 0.644 3.248 -0.42
C 2.285 1.144 3.004 -0.21
N 2.398 2.266 2.072 -0.84
H -0.502 3.708 2.355 0.34
H -0.744 2.431 1.359 0.35
H -1.881 1.214 2.970 0.20
H -1.939 2.609 4.035 0.17
H -0.335 1.194 4.959 0.20
H 0.546 2.529 4.271 0.18
H 0.430 0.336 2.262 0.20
H 0.923 -0.293 3.812 0.20
H 2.889 0.324 2.606 0.19
H 2.742 1.443 3.954 0.17
H 1.904 1.979 1.210 0.35
H 1.843 3.040 2.428 0.34
```

Its max |F| is 0.291 eV/Å. Its molar mass is 464.89 Da. As for the net charge: -1. Its HOMO energy is -0.104 Eh. The HOMO-LUMO gap comes out at 0.2210 Ha.